No. 1
The following is a DFT calculation (wB97M-V/def2-TZVPD) of a molecular structure, C3H5CoO2 in a non-equilibrium geometry.

CARTESIAN COORDINATES (ANGSTROEM)
Co 2.164 0.983 -0.430
O 0.874 0.107 0.380
O 3.023 -0.816 -0.110
C -1.438 0.641 -0.363
C 2.293 -1.572 0.441
C -0.478 -0.273 0.369
H -1.246 1.696 -0.117
H -0.502 -1.273 -0.099
H -1.420 0.445 -1.445
H -2.472 0.440 -0.045
H -0.798 -0.378 1.420

Calculated values
* multiplicity: 4
* Kohn-Sham gap (alpha / beta): 8.7704 / 8.3324 eV
* net charge: +1
* calculated total energy: -1650.15722 Eh
* ΔE to the lowest compared entry with this formula, charge and spin: 0.996 eV
* highest occupied orbital energy (alpha / beta): -15.14 / -15.02 eV

Mulliken atomic charge list, values in e, 5 entries:
1 Co 1.103
2 O -0.584
3 O -0.249
4 C -1.166
5 C 0.391



No. 2
The following is a DFT calculation (wB97M-V/def2-TZVPD) of a gas-phase ion, C4H10NOS (charge +1) in a non-equilibrium geometry.

CARTESIAN COORDINATES (ANGSTROEM)
S 2.047 1.603 -0.955
O -1.909 -0.904 -1.651
N -1.710 -0.404 0.891
C 2.018 -0.041 -0.085
C -0.627 0.307 -0.020
C 0.661 -0.126 0.684
C -0.872 -0.374 -1.395
H 0.022 -0.346 -2.045
H 2.947 0.024 0.458
H -0.885 1.358 0.164
H -1.379 -0.504 1.851
H -1.884 -1.334 0.482
H 0.723 0.566 1.546
H -2.612 0.068 0.849
H 0.614 -1.172 0.942
H 0.816 2.096 -0.862
H 2.029 -0.818 -0.853

Calculated values
* Kohn-Sham gap: 8.8304 eV
* net charge: +1
* calculated total energy: -686.29083 Eh
* ΔE to the lowest compared entry with this formula, charge and spin: 2.181 eV
* SMILES string: [NH3+][C@H](C=O)CCS
* highest occupied orbital energy: -12.95 eV

Mulliken atomic charge list, values in e, 5 entries:
1 S -0.129
2 O -0.429
3 N -0.396
4 C -0.786
5 C -0.127



No. 3
The following is a DFT calculation (wB97M-V/def2-TZVPD) of a single C10H18ClP molecule in a non-equilibrium geometry.

CARTESIAN COORDINATES (ANGSTROEM)
Cl 3.731 -0.150 1.272
P 1.541 -0.187 1.603
C 1.654 3.186 -0.003
C 0.571 2.139 -1.903
C -0.157 -2.958 0.536
C 1.678 -2.388 -1.204
C 0.565 2.059 -0.441
C -0.808 2.381 0.141
C 0.687 -0.557 0.050
C -0.833 -1.645 -1.562
C 0.283 -1.906 -0.541
C 0.892 0.735 0.154
H 2.384 -2.652 -0.373
H -0.760 2.307 1.244
H 1.994 2.882 0.983
H -0.047 1.486 -2.456
H -1.576 1.770 -0.306
H 1.055 4.102 0.175
H -1.019 3.449 -0.177
H -0.570 -2.103 -2.457
H 2.391 3.372 -0.799
H 0.786 -3.211 1.068
H 1.439 -3.434 -1.596
H -0.719 -3.808 0.083
H 2.203 -1.853 -1.969
H -0.716 -2.491 1.330
H -1.847 -2.165 -1.231
H 0.406 3.254 -2.081
H -1.010 -0.606 -1.750
H 1.580 1.988 -2.272

Calculated values
* Kohn-Sham gap: 9.6614 eV
* net charge: 0
* calculated total energy: -1193.30855 Eh
* SMILES string: CC(C)(C)C1=P(Cl)=C1C(C)(C)C
* highest occupied orbital energy: -8.98 eV

Mulliken atomic charge list, values in e, 5 entries:
1 Cl -0.365
2 P -0.115
3 C -1.448
4 C -1.835
5 C -1.668



No. 4
The following is a DFT calculation (wB97M-V/def2-TZVPD) of a molecular structure, ClFO4Sr in a non-equilibrium geometry.

CARTESIAN COORDINATES (ANGSTROEM)
Sr 0.853 -0.356 -2.125
Cl -0.651 -0.012 1.339
F 2.286 0.254 -4.488
O -0.687 -0.574 2.659
O -0.189 -0.944 0.332
O 0.297 1.097 1.346
O -1.910 0.534 0.938

Calculated values
* Kohn-Sham gap: 7.8540 eV
* net charge: 0
* calculated total energy: -891.46435 Eh
* ΔE to the lowest compared entry with this formula, charge and spin: 0.000 eV
* highest occupied orbital energy: -10.32 eV

Mulliken atomic charge list, values in e, 5 entries:
1 Sr 1.761
2 Cl 1.629
3 F -0.835
4 O -0.593
5 O -0.717



No. 5
The following is a DFT calculation (wB97M-V/def2-TZVPD) of 5 unconnected molecules or ions with the total composition C13H36BNO10S5.

CARTESIAN COORDINATES (ANGSTROEM)
S -5.262 -1.141 4.360
S 2.298 -1.915 5.105
S 2.886 0.033 -5.407
S 1.710 2.913 -3.046
S -1.290 2.848 -0.615
O -1.001 -0.734 -1.561
O -2.463 2.517 0.452
O 0.501 -2.320 -0.532
O -3.936 -1.105 3.683
O 2.430 0.891 -6.540
O 1.789 -0.531 4.962
O -2.016 3.116 -1.836
O 1.332 -0.526 -1.853
O -0.660 1.356 -0.678
O 2.941 2.071 -2.955
N 0.768 0.579 1.920
C -5.998 -2.725 3.944
C 3.846 -1.793 6.013
C -1.603 0.272 -0.805
C -1.803 0.555 1.852
C -6.365 -0.137 3.360
C -2.082 -0.246 0.565
C -0.481 0.155 2.540
C 2.900 -1.661 -6.016
C 0.413 1.943 -3.813
C 3.026 -2.363 3.523
C 4.663 0.224 -5.296
C -1.953 2.082 1.733
C 1.955 4.002 -4.454
B 0.285 -1.194 -1.299
H -7.025 -2.757 4.308
H -6.030 0.895 3.449
H 1.865 -1.949 -6.186
H 3.599 -1.461 7.019
H 4.328 -2.771 6.053
H 5.051 -0.470 -4.550
H 3.460 -1.715 -6.949
H -3.162 -0.365 0.460
H 2.758 4.692 -4.201
H 5.108 0.041 -6.274
H -1.003 2.594 1.921
H -2.442 0.635 -1.396
H 4.843 1.247 -4.970
H -0.237 -2.943 -0.559
H -0.502 0.455 3.589
H -2.665 2.467 2.458
H -6.300 -0.464 2.323
H 0.137 1.155 -3.119
H 1.060 -0.064 1.198
H -7.384 -0.227 3.737
H -2.581 0.223 2.541
H 0.735 1.504 1.516
H 2.210 -2.438 2.807
H 3.717 -1.578 3.216
H -0.450 2.583 -3.994
H 3.344 -2.306 -5.258
H 0.786 1.521 -4.745
H 2.189 -0.698 -1.443
H -5.961 -2.860 2.863
H -0.468 -0.937 2.540
H -5.407 -3.493 4.438
H 1.035 4.555 -4.641
H 2.227 3.393 -5.317
H -1.681 -1.247 0.722
H 4.486 -1.060 5.524
H 3.533 -3.324 3.613

Calculated values
* Kohn-Sham gap: 8.6137 eV
* net charge: 0
* calculated total energy: -3339.86581 Eh
* highest occupied orbital energy: -8.28 eV

Mulliken atomic charge list, values in e, 5 entries:
1 S 0.411
2 S 0.464
3 S 0.852
4 S 0.514
5 S 0.407



No. 6
The following is a DFT calculation (wB97M-V/def2-TZVPD) of 2 unconnected molecules or ions with the total composition C6H13NO in a non-equilibrium geometry.

CARTESIAN COORDINATES (ANGSTROEM)
O -1.672 1.863 -0.973
N -2.208 -0.364 0.785
C -1.107 -1.046 0.561
C 1.887 -1.244 -1.324
C 0.183 -0.531 0.423
C 0.397 0.887 0.676
C 1.488 1.578 0.324
C 1.295 -1.468 0.128
H 1.604 2.627 0.580
H -0.406 1.321 1.252
H -1.366 -2.094 0.627
H 2.303 1.231 -0.292
H -3.046 -0.934 0.784
H 1.008 -2.521 0.118
H 1.240 -1.706 -2.065
H -2.363 0.621 0.569
H 1.700 -0.192 -1.525
H 2.041 -1.422 0.920
H -0.818 2.260 -0.786
H 2.929 -1.530 -1.348
H -1.510 0.946 -1.207

Calculated values
* multiplicity: 2
* Kohn-Sham gap (alpha / beta): 9.4987 / 8.1292 eV
* net charge: +1
* calculated total energy: -366.09130 Eh
* ΔE to the lowest compared entry with this formula, charge and spin: 0.507 eV
* highest occupied orbital energy (alpha / beta): -13.59 / -15.05 eV

Mulliken atomic charge list, values in e, 5 entries:
1 O -0.681
2 N -0.302
3 C -0.407
4 C -1.039
5 C 0.756



Q: Look up the net charge of the sixth one.
A: +1



Q: Number 6 is which compound?
A: C6H13NO



Q: Which value of calculated total energy does entry 3 give?
A: -1193.30855 Eh